The following is a DFT calculation (wB97M-V/def2-TZVPD) of an isolated molecule of C6H11N.

Values from the calculation:
LUMO level in eV: 1.14
M in g/mol: 97.2
HOMO in eV: -7.98
ΔE to the lowest compared entry with this formula, charge and spin in eV: 2.390

Cartesian coordinates (Å):
C1 -3.202 0.795 0.531
C2 -1.807 0.398 0.884
C3 -0.864 0.380 -0.059
N1 0.509 0.230 0.132
C4 1.337 -0.017 -1.034
C5 2.769 -1.440 0.410
C6 2.358 -1.152 -0.822
H1 -3.419 1.680 1.137
H2 -3.351 1.281 -0.436
H3 -4.019 0.109 0.727
H4 -1.567 0.165 1.912
H5 -1.194 0.735 -1.035
H6 0.949 0.891 0.750
H7 1.899 0.884 -1.300
H8 0.707 -0.395 -1.839
H9 2.823 -0.640 1.139
H10 3.352 -2.318 0.651
H11 2.720 -1.586 -1.746

Forces on the atoms, in the same order (eV/Å):
C -0.46 1.68 0.63
C 0.19 -0.53 -0.90
C -0.33 1.08 0.34
N 0.44 -0.20 -0.19
C 0.85 -0.77 0.34
C 1.21 0.09 -0.67
C -0.62 1.04 0.52
H -0.27 -0.09 0.51
H 0.43 -0.76 -0.44
H 0.17 -0.43 0.00
H -0.03 -0.10 0.14
H 0.18 -0.47 -0.31
H -0.34 -0.03 0.25
H -0.27 0.08 -0.52
H -0.10 0.54 -0.19
H -1.07 -0.38 0.51
H 0.30 0.04 -0.21
H -0.31 -0.79 0.19

***

The following is a DFT calculation (wB97M-V/def2-TZVPD) of a structure of composition C4H4MnO5.

Values from the calculation:
⟨S²⟩: 8.767
LUMO level (spin up / spin down) in eV: -0.38 / -1.11
M in g/mol: 187.0
HOMO (spin up / spin down) in eV: -7.83 / -8.46
ΔE to the lowest compared entry with this formula, charge and spin in eV: 0.570
2S+1: 6

Cartesian coordinates (Å):
O1 -1.305 1.700 1.737
C1 -1.257 1.896 3.104
O2 -1.550 2.965 3.640
O3 -0.750 0.856 3.709
H1 0.104 -2.191 -2.443
O4 -0.659 -1.139 -0.838
C2 0.056 -1.152 -2.107
C3 1.409 -0.559 -1.728
O5 1.255 -0.315 -0.300
C4 0.038 -0.557 0.091
H2 -0.512 -0.547 -2.820
H3 1.627 0.398 -2.213
H4 2.246 -1.251 -1.851
Mn1 -0.701 -0.104 2.019

Forces on the atoms, in the same order (eV/Å):
O -0.41 -0.01 0.86
C -0.14 3.21 -0.53
O 0.16 -1.75 -0.77
O 0.13 -1.56 0.40
H -0.03 0.26 0.08
O -0.34 0.50 -0.10
C 0.10 -0.19 -0.33
C 0.19 -0.15 -0.27
O -0.25 0.59 0.05
C 0.61 -1.34 -0.11
H 0.12 -0.15 0.22
H -0.05 -0.24 0.18
H -0.20 0.20 0.03
Mn 0.10 0.61 0.30

***

The following is a DFT calculation (wB97M-V/def2-TZVPD) of an isolated molecule of C4H6N4O2.

Values from the calculation:
LUMO level (spin up / spin down) in eV: -0.15 / -0.49
M in g/mol: 142.1
HOMO (spin up / spin down) in eV: -8.18 / -8.45
ΔE to the lowest compared entry with this formula, charge and spin in eV: 10.377

Cartesian coordinates (Å):
C1 2.291 0.315 0.116
C2 -0.628 0.818 -0.994
C3 0.033 1.364 0.232
C4 1.141 0.771 0.780
N1 3.277 -0.109 -0.393
N2 -1.172 -0.952 0.518
N3 -1.613 0.018 -0.288
N4 0.042 -1.484 0.535
O1 -2.838 0.291 -0.274
O2 0.403 -1.823 -0.794
H1 -1.260 1.502 -1.401
H2 -0.017 0.017 -1.428
H3 -0.509 2.092 0.807
H4 1.236 0.770 1.857
H5 -1.681 -1.253 1.336
H6 1.295 -2.338 -0.610

Forces on the atoms, in the same order (eV/Å):
C 3.50 -2.51 -2.43
C 1.84 -1.98 2.50
C 1.92 -0.26 0.05
C -1.47 1.32 0.41
N -3.32 1.57 1.71
N 1.15 -1.22 0.28
N -1.48 -0.86 1.00
N -0.36 -0.66 -0.37
O 0.07 0.07 0.00
O 2.61 -1.17 0.96
H -1.05 1.79 -2.50
H 0.21 1.19 -1.32
H -0.54 -0.26 0.37
H 0.31 0.59 0.14
H -0.84 0.77 -0.06
H -2.54 1.63 -0.73